Here is one molecule with the formula C4H7BN2O from the OMol25 dataset. Energies are from ωB97M-V/def2-TZVPD.

Structure (XYZ):
```
15
Properties=species:S:1:pos:R:3:lowdin_charge:R:1
B 0.1850 0.2261 -2.3163 -0.1914
C 1.7380 0.2494 -0.2204 -0.1562
C 0.5931 0.7450 2.4396 0.0279
C 0.4107 0.2250 -0.9303 -0.1614
C -0.9767 0.0093 -0.2749 -0.1045
N 2.3004 0.0381 0.9149 -0.0100
N 1.7358 0.0910 2.2155 -0.1406
O 0.1327 0.1426 -3.6188 0.2311
H 2.5366 0.0096 -0.8942 0.0884
H 0.2867 0.3044 3.4736 0.0140
H -0.8885 -0.5910 0.5659 0.0319
H -1.5992 -0.5714 -0.9500 0.0632
H -1.5764 0.9424 -0.0660 0.0967
H 2.3375 -0.4602 2.7180 0.0785
H 0.6058 -0.3406 -4.2995 0.1324
```

The net charge is 0. As for the spin multiplicity: 1. For the HOMO energy, the calculation gives -0.287 Eh.

=====

Here is C29H31BrCuN4O3SSi as an isolated structure from the OMol25 dataset. Energies are from ωB97M-V/def2-TZVPD.

Structure (XYZ):
```
71
Properties=species:S:1:pos:R:3:lowdin_charge:R:1
Cu 0.0106 0.1143 -0.1831 0.1450
O 0.6521 -3.2680 -2.9355 0.0382
C 1.9799 -3.3336 -3.0849 -0.2842
C 2.5324 -4.2972 -3.9289 -0.0256
C 3.9052 -4.3754 -4.1018 -0.1179
C 4.7532 -3.4943 -3.4511 -0.1248
C 4.1999 -2.5307 -2.6167 -0.0638
C 2.8352 -2.4418 -2.4077 -0.1015
C 2.2651 -1.4236 -1.4309 -0.4379
O 1.0058 -1.0487 -1.6776 -0.2032
N 2.3856 -2.0687 -0.0667 0.0324
N 1.5658 -1.6450 0.8819 -0.0077
C 1.8708 -1.8125 2.1117 -0.2195
C 0.9789 -1.4204 3.1933 -0.6193
Br -0.7404 -0.8523 2.6702 0.8886
C 1.3616 -1.5091 4.4738 -0.1203
C 0.6240 -1.1910 5.6997 -0.2462
C -0.1610 -0.0455 5.8301 -0.0686
C -0.8286 0.2173 7.0147 -0.0856
C -0.7194 -0.6507 8.0913 -0.1065
C 0.0742 -1.7822 7.9793 -0.1008
C 0.7431 -2.0450 6.7963 -0.0511
H 0.4958 -2.3666 -2.4745 0.0846
H 1.8624 -4.9679 -4.4499 0.1074
H 4.3120 -5.1299 -4.7646 0.0914
H 5.8247 -3.5529 -3.5938 0.0854
H 4.8465 -1.8192 -2.1095 0.1040
H 2.9750 -0.5636 -1.4063 0.1171
H 3.3306 -2.3020 0.2299 0.1278
H 2.8264 -2.2505 2.4209 0.1177
H 2.3585 -1.9168 4.6233 0.1099
H -0.2408 0.6414 5.0001 0.0853
H -1.4353 1.1096 7.0947 0.1009
H -1.2465 -0.4428 9.0135 0.0941
H 0.1732 -2.4632 8.8153 0.0955
H 1.3597 -2.9316 6.7112 0.1085
C -4.9047 3.9756 -0.2399 -0.1948
Si -4.6067 3.0304 -1.8386 0.4967
C -6.3156 2.7360 -2.6074 -0.2040
C -3.6485 4.0736 -3.0771 -0.1966
C -3.8138 1.3498 -1.5563 -0.2699
C -4.4680 0.1853 -1.9234 -0.1069
C -3.8728 -1.0647 -1.7511 -0.0879
C -2.6112 -1.0915 -1.1921 -0.1419
N -1.9598 0.0023 -0.8151 -0.0316
C -2.5157 1.2246 -0.9949 -0.7632
S -1.5755 2.5960 -0.5298 0.5718
H -5.3974 4.9281 -0.4449 0.0204
H -3.9647 4.1606 0.2714 -0.0077
H -5.5505 3.3982 0.4251 0.0258
H -6.8019 3.6968 -2.7871 0.0204
H -6.9691 2.1555 -1.9545 0.0234
H -6.2508 2.2188 -3.5659 0.0232
H -4.1956 4.9959 -3.2872 0.0201
H -3.5229 3.5333 -4.0173 0.0267
H -2.6643 4.3179 -2.6905 -0.0090
H -5.4607 0.2380 -2.3570 0.0831
H -4.3623 -1.9826 -2.0438 0.0876
H -2.0819 -2.0258 -1.0363 0.1136
O 1.5614 1.3188 0.7570 -0.1283
N 2.3824 1.6471 -0.1884 -0.1981
C 1.9082 1.9414 -1.4279 -0.0270
C 2.7825 2.2243 -2.4490 -0.0326
C 4.1526 2.2313 -2.2193 -0.0812
C 4.6107 1.9666 -0.9374 -0.0714
C 3.7124 1.6786 0.0641 -0.0256
H 0.8265 1.9321 -1.4920 0.0619
H 2.3688 2.4291 -3.4254 0.1163
H 4.8468 2.4395 -3.0208 0.1002
H 5.6650 1.9640 -0.6994 0.1036
H 3.9609 1.4347 1.0845 0.1336
```

The net charge is -1. As for the spin multiplicity: 1. For the HOMO energy, the calculation gives -0.144 Eh.

=====

Here is F4InN2O8S4 as an isolated structure from the OMol25 dataset. Energies are from ωB97M-V/def2-TZVPD.

Structure (XYZ):
```
19
Properties=species:S:1:pos:R:3:lowdin_charge:R:1
In 0.7117 -1.2258 1.3535 1.0962
N -1.1713 -2.2804 -0.7010 -0.2390
S -2.0234 -3.5428 -0.8908 0.5059
O -1.2863 -4.6004 -1.5546 -0.1148
O -3.4465 -3.4482 -1.0538 -0.1244
F -1.8963 -3.9155 0.6932 -0.1882
S -1.5465 -1.5272 -2.1396 0.5313
O -2.6592 -0.6295 -2.0256 -0.1218
O -1.5435 -2.3170 -3.3294 -0.1373
F -0.3271 -0.5658 -2.3196 -0.1266
N 1.4121 1.6173 1.3623 -0.2232
S 2.0249 2.8366 2.4699 0.5794
O 1.0669 3.6312 3.1487 -0.1471
O 3.3268 3.3714 2.2496 -0.1567
F 2.4232 1.6756 3.4966 -0.1769
S 1.3043 2.6294 0.2261 0.4132
O 2.5542 3.0826 -0.3532 -0.1024
O 0.2484 3.5879 0.2592 -0.0946
F 0.8276 1.6208 -0.8916 -0.1732
```

The net charge is +1. As for the spin multiplicity: 1. For the HOMO energy, the calculation gives -0.523 Eh.

=====

Here is one molecule with the formula C6H9N from the OMol25 dataset. Energies are from ωB97M-V/def2-TZVPD.

Structure (XYZ):
```
16
Properties=species:S:1:pos:R:3:lowdin_charge:R:1
C -2.5647 -0.4395 0.2024 -0.0485
C -1.1412 0.0069 0.1036 -0.3503
C -0.6621 1.2719 0.0986 -0.0498
C 0.7705 1.1590 -0.2428 -0.1268
C 0.9928 -0.3006 -0.0999 -0.4036
C 2.3470 -0.8962 0.0138 -0.0303
N -0.1223 -0.9560 -0.0599 0.1322
H -2.6481 -1.3884 0.7363 0.0728
H -3.1728 0.3108 0.7138 0.0743
H -2.9912 -0.5899 -0.7961 0.0789
H -1.2130 2.1807 0.3185 0.1029
H 1.4887 1.9216 0.0819 0.1256
H 2.3407 -1.9424 -0.2844 0.0791
H 3.1150 -0.3423 -0.5356 0.0820
H 2.5982 -0.8347 1.0794 0.0903
H 0.8883 0.8622 -1.3415 0.1713
```

The net charge is 0. As for the spin multiplicity: 1. For the HOMO energy, the calculation gives -0.313 Eh. Its structure (SMILES) is CC1=CCC(C)=N1.

=====

Here is a 2-piece molecular cluster, C2H5O2 overall from the OMol25 dataset. Energies are from ωB97M-V/def2-TZVPD.

Structure (XYZ):
```
9
Properties=species:S:1:pos:R:3:lowdin_charge:R:1
O 2.0399 -1.1294 0.8873 -0.1255
H 1.7383 -0.5476 1.6059 0.0186
O 0.1433 -0.2031 -0.6961 -0.2117
C -0.9195 0.1732 -0.1009 -0.5460
C -1.6259 1.3558 -0.3392 -0.1495
H -1.3411 -0.3438 0.7408 0.0536
H -1.2455 1.9540 -1.3142 0.0391
H -2.7046 1.4454 -0.1316 -0.0339
H 1.3597 -1.0219 0.2097 -0.0446
```

The net charge is -1. As for the spin multiplicity: 1. For the HOMO energy, the calculation gives -0.096 Eh.

=====

Here is one molecule with the formula C5H8F2 from the OMol25 dataset. Energies are from ωB97M-V/def2-TZVPD.

Structure (XYZ):
```
15
Properties=species:S:1:pos:R:3:lowdin_charge:R:1
C -0.8957 -0.8619 -0.3418 -0.1498
C 0.1654 0.0912 -0.2285 -0.5615
C 0.5088 0.2995 1.1672 -0.0312
C 0.3663 1.4075 -0.8621 -0.1176
C 1.3020 0.2267 -1.3473 0.0034
H -1.5605 -0.6678 -1.3334 0.1783
H -1.4492 -0.7922 0.6269 0.1243
H 1.6524 0.7837 1.1918 0.1847
H 0.3668 -0.6509 1.7728 0.1357
H -0.4313 1.8611 -1.5282 0.1170
H 0.2848 2.3363 -0.1090 0.1535
H 1.1575 -0.1571 -2.3280 0.0744
H 2.3780 -0.1233 -0.8842 0.1499
F -0.4395 -2.2285 -0.2544 -0.0836
F -0.7915 1.1654 1.6174 -0.1777
```

The net charge is 0. As for the spin multiplicity: 1. For the HOMO energy, the calculation gives -0.392 Eh. Its structure (SMILES) is FCC1(CF)CC1.

=====

Lowest unoccupied orbital energy / eV: -0.085; 2.515; -12.093; 0.992; 4.646; 0.852
Gap between HOMO and LUMO / eV: 7.724; 6.437; 2.138; 9.501; 7.254; 11.515
Max |F| / eV Å⁻¹: 6.2; 0.6; 9.0; 1.5; 2.9; 4.8